[1]
Here is a molecular structure, C28H28FeNO3 in a non-equilibrium geometry from the Open Molecules 2025 dataset. Energies are from ωB97M-V/def2-TZVPD.

```
61
Properties=species:S:1:pos:R:3:forces:R:3
H -2.451812 1.892984 1.007499 0.091 -0.012 0.096
O -4.304251 0.291121 -0.153896 0.115 0.501 -0.661
O -3.104349 -0.707165 -4.385916 -0.019 0.792 0.448
H 2.494826 -2.119387 -4.429744 0.016 -0.169 -0.093
Fe -3.750776 1.673066 -2.723349 3.548 0.234 0.746
H -1.723164 0.589537 0.085108 0.096 -0.013 0.069
C 3.560876 -1.915929 -4.317874 -0.035 -0.555 -0.446
O 3.737299 -0.695961 -3.640169 -0.977 0.661 2.479
C 1.470423 -1.368638 3.930337 0.032 -0.077 0.562
H -4.526773 4.055519 -1.236851 0.048 -0.366 -0.470
C 2.545241 -1.724714 -1.723931 0.251 -0.221 -0.756
C 2.070532 -1.599985 -0.447979 0.029 0.515 0.459
H -6.475290 2.263672 -1.869189 0.374 0.022 -0.233
C 2.641900 -2.531210 2.365678 0.213 -0.978 1.447
C -5.446369 2.133224 -3.884337 -0.772 1.434 -0.015
C 1.917087 -1.349954 2.555724 -0.611 1.381 -0.755
H -1.286725 2.522094 -2.961806 -0.103 0.042 -0.103
C 0.452960 -0.782154 6.004798 -0.020 -0.051 0.168
H 1.560185 -2.423412 0.021465 -0.143 -0.180 -0.050
C 1.723568 -2.829969 5.859820 0.440 -0.482 -0.569
H 2.124465 -3.723209 6.303104 0.018 -0.204 0.236
H -2.935237 4.368851 -3.439646 -0.281 -0.423 0.107
H 0.289776 0.402421 4.227727 -0.103 0.205 -0.010
C 0.970233 -1.942777 6.590091 -0.071 0.211 -0.110
C -1.584825 2.513358 -0.849630 0.076 -0.105 -1.007
H 3.112449 -5.236079 3.037394 -0.062 -0.030 0.032
C 0.696051 -0.483095 4.686100 0.258 -0.320 -0.423
H 4.052127 -2.722960 -3.771672 -0.030 -0.108 -0.099
C -4.626251 3.526352 -2.189036 -0.978 0.862 -1.009
H -1.279233 0.925288 -2.233923 0.177 -0.251 0.054
C -4.289368 2.831052 -4.400614 -0.941 1.026 0.053
H 3.707103 1.406703 -2.181821 0.068 0.230 -0.130
H 3.353059 -4.827584 4.742178 -0.099 0.122 -0.034
H 1.621633 0.701957 2.036174 -0.243 0.245 0.089
H -0.148483 -0.114433 6.598518 -0.065 0.099 0.105
H 0.775919 -2.144234 7.629965 -0.035 -0.049 0.136
C -1.752067 1.905819 -2.192881 1.064 -0.386 0.586
C -1.453446 3.823952 -0.726580 0.059 0.552 0.301
C 2.187528 -0.383774 0.266222 -0.178 -0.203 -0.241
H 2.435181 -2.660266 -2.242019 -0.100 -0.175 -0.018
C -5.656719 2.568172 -2.521897 -0.552 1.371 -0.991
C -3.358364 0.201859 -3.747561 0.617 -3.683 -2.426
H 3.195254 -2.802652 1.485399 0.189 -0.312 0.089
H 2.819424 1.663561 0.092325 0.003 0.253 0.024
N 2.681237 -3.246176 3.527818 0.013 0.906 -1.394
H 4.013283 -1.827427 -5.307105 -0.034 0.150 0.233
C -4.105003 0.805435 -1.150549 -1.162 -2.528 3.612
C 2.737901 0.720424 -0.419907 -0.184 -0.271 0.168
C 3.455640 -4.465131 3.723304 0.109 -0.089 -0.153
C -3.781558 3.687677 -3.351983 -1.542 0.607 -0.320
H -0.693661 1.733545 0.943073 0.036 0.083 0.019
H -6.075181 1.432489 -4.435904 0.310 0.239 0.257
C 1.968704 -2.548551 4.515274 -0.591 0.848 0.020
C 3.171603 -0.645924 -2.367918 0.617 0.187 -0.995
H -1.358117 4.290844 0.232181 0.020 0.250 0.441
C 1.825147 -0.277620 1.636286 0.870 -1.543 0.475
H -1.439037 4.464794 -1.585186 0.063 0.265 -0.298
H -3.892665 2.751557 -5.414772 -0.145 -0.032 0.483
C 3.234226 0.579365 -1.684855 0.323 0.038 -0.529
C -1.610706 1.639424 0.359767 -0.124 -0.531 0.289
H 4.506589 -4.265753 3.527172 0.051 0.019 0.051
```
Positions in Å, forces in eV/Å.

Output
<S²> ... 6.063
Maximum force ... 4.559 eV/A
Total charge ... +1
Spin multiplicity ... 5
ΔE to the lowest compared entry with this formula, charge and spin ... 0.000 eV
HOMO-LUMO gap (alpha / beta) ... 3.04 / 4.72 eV

***

[2]
Here is a molecular structure, C25H35ClN3O2P2Pt in a non-equilibrium geometry from the Open Molecules 2025 dataset. Energies are from ωB97M-V/def2-TZVPD.

```
69
Properties=species:S:1:pos:R:3:forces:R:3
H -1.692286 -1.869836 5.758222 0.461 0.234 -0.456
H -1.343586 2.369164 -2.036778 0.036 0.041 -0.104
H 2.114114 1.527464 5.094422 0.285 0.329 -0.352
C -3.956886 -1.199036 -4.304178 0.224 0.064 0.108
C 2.265314 1.870364 4.051222 0.235 1.043 0.322
H -2.286286 0.867464 1.732722 -0.055 0.301 0.635
C -1.440686 -1.390636 4.787622 -1.371 0.487 0.778
H 0.093314 -1.920436 -4.504678 0.136 -0.032 0.058
N -1.046586 1.818564 3.191322 2.057 -2.527 1.277
N 1.790714 0.880464 3.082122 -3.063 -1.033 1.375
C -3.009186 -0.367436 -4.902778 0.126 0.044 0.128
C -1.196786 2.504264 4.482222 0.104 0.548 0.754
C 1.018614 -2.042736 -3.950278 -0.087 -0.150 0.046
H -0.769286 4.590764 -2.954678 0.117 -0.134 -0.057
H 2.300314 0.754564 -3.655778 -0.028 0.194 -0.080
H 1.682014 -0.598336 5.711522 -0.297 -0.370 -0.420
C -2.372686 1.458164 2.666622 -0.642 -0.358 -0.714
H 1.347314 4.907464 -4.221478 -0.042 -0.121 0.048
H -0.217786 2.809864 4.891722 -0.440 -0.116 -0.220
Pt -0.086186 -0.314236 0.259922 0.081 -0.531 -4.221
C 0.046214 1.497864 0.450822 0.364 5.293 1.060
H -2.933186 2.383564 2.414822 0.553 -0.399 0.272
H -2.338486 -0.835636 4.475522 0.471 -0.160 -0.090
H -1.801786 3.427864 4.355222 0.344 -0.665 0.002
H -1.098886 0.599864 -4.694578 -0.050 -0.081 -0.112
Cl -0.294086 -2.675836 0.009722 0.454 -0.001 -0.155
H 1.856014 -3.435236 -5.360378 0.040 0.094 0.081
C -3.720186 -1.718336 -3.030578 0.174 0.086 0.010
H -1.231086 -2.190436 4.042422 0.162 0.477 0.290
C 0.440514 1.411164 -2.785578 1.431 -2.240 -0.426
H 3.345414 2.081064 3.893422 -0.691 -0.344 0.055
H 1.737914 2.829564 3.886622 0.221 -0.526 0.166
C 1.630414 1.593764 -3.498478 0.345 0.379 -0.137
H 2.283514 -1.035836 2.285922 0.172 0.459 0.450
C 2.011914 -2.897136 -4.429478 -1.892 0.517 -0.620
H 1.183914 -2.017136 4.665922 -0.288 0.385 0.130
H -2.348786 -1.815536 -1.364378 -0.133 -0.005 -0.149
C 1.093314 3.930064 -3.821378 -1.795 1.579 0.554
C 1.206814 -1.357136 -2.746178 -1.430 0.049 -1.479
C 3.196914 -3.066536 -3.713278 1.519 0.096 1.462
H 3.966114 -3.736936 -4.086478 -0.082 0.084 0.055
C 3.388214 -2.383636 -2.510178 0.193 -0.062 0.037
H 2.880514 2.982164 -4.564978 -0.120 -0.009 0.046
C 2.394814 -1.538036 -2.023878 1.731 -0.820 0.701
C 1.954214 2.850664 -4.012378 1.115 -2.381 0.070
C -0.420286 2.502364 -2.593678 -1.083 2.088 0.137
C 2.710214 -0.257636 2.952622 0.383 -0.754 -0.421
H 3.658114 0.087664 2.489322 -0.638 0.047 0.260
H -3.094886 -4.276336 -0.126078 0.008 -0.070 0.001
O -0.280286 -0.616436 2.210322 0.267 0.514 6.714
H 2.972814 -0.702336 3.929722 0.003 0.152 -0.450
C -1.828486 -0.056636 -4.229978 -0.189 0.042 -0.086
H -4.456686 -2.363936 -2.560278 0.138 0.087 -0.078
C -1.585086 -0.578236 -2.950378 0.024 0.104 0.183
C 0.856114 -1.273636 5.424222 0.647 0.789 1.830
C -2.542186 -1.408936 -2.352078 -0.015 0.064 0.059
P 0.057914 0.375664 3.365822 0.004 2.228 -4.692
H 4.305514 -2.520636 -1.944278 -0.157 -0.001 -0.133
H -1.695586 1.847964 5.228622 0.067 0.446 -0.246
H 0.585514 -1.815536 6.356722 -0.084 0.164 -0.694
H -4.878386 -1.437636 -4.827978 0.154 0.032 0.080
H -3.189586 0.044164 -5.891878 0.031 -0.067 0.155
O 0.123214 2.655664 0.571522 -0.097 -3.123 -0.840
H 2.517114 -1.022536 -1.073978 0.080 -0.060 -0.138
C -0.096786 3.752464 -3.111478 -0.043 0.061 0.038
P -0.029286 -0.201336 -2.062078 -0.654 -0.115 -1.179
H -2.470286 -4.677236 -0.169378 -0.088 0.028 -0.009
H -2.976686 0.895264 3.402422 0.147 0.256 -0.328
N -0.285786 -0.492236 4.944922 0.449 -2.632 -1.345
```
Positions in Å, forces in eV/Å.

Output
<S²> ... 6.049
Maximum force ... 6.739 eV/A
Total charge ... +3
Spin multiplicity ... 5
HOMO-LUMO gap (alpha / beta) ... 4.65 / 4.13 eV

***

[3]
Here is 2 unconnected molecules or ions with the total composition C5H19B4BrN2O6P from the Open Molecules 2025 dataset. Energies are from ωB97M-V/def2-TZVPD.

```
38
Properties=species:S:1:pos:R:3:forces:R:3
N -1.946692 2.058277 5.325889 0.195 -0.144 0.002
H 3.982899 -0.424364 -1.044032 0.000 -0.002 0.004
H 2.173412 -3.075663 -2.923790 -0.006 0.001 -0.025
H -3.601200 -1.576027 -0.078406 -0.331 0.194 0.344
P -0.802459 2.914041 4.675576 -0.093 -0.057 -0.067
C 2.913926 -0.379732 -0.842400 -0.032 0.036 -0.002
O 1.752280 -1.202825 -3.586357 -0.036 0.048 0.018
C 2.504683 -2.049005 -2.745746 0.022 0.004 0.023
C -4.880621 0.736505 -0.656657 0.066 -0.090 -0.005
B -2.792507 0.176844 0.470542 -0.023 0.094 0.043
N 0.762402 -1.521386 -1.157188 -0.142 -0.073 0.181
H 2.619071 0.701759 -3.692465 0.019 -0.016 0.020
H 2.548996 -2.492981 -0.625483 0.015 -0.013 -0.029
O -1.276902 1.842653 2.041045 -0.385 -0.269 0.396
H 3.448451 -0.577617 -4.613993 -0.011 0.007 -0.027
O -3.077469 -1.161545 0.619602 0.511 -0.140 -0.472
C 2.258668 -1.674234 -1.284137 0.000 0.025 0.076
B -1.343150 0.745727 1.215549 0.322 0.357 -0.101
H -5.474065 0.278650 0.134985 -0.041 0.015 -0.036
H -1.122443 4.233323 4.291648 0.043 0.058 0.064
O -0.114123 0.020764 1.115313 -0.461 -0.745 0.341
C 2.476848 -0.195878 -4.297228 0.024 -0.041 -0.042
H 3.573236 -1.997696 -2.964461 -0.005 -0.010 0.033
B -0.383983 1.911269 3.091270 0.414 0.236 -0.574
H 0.284085 -2.421800 -1.196099 0.029 -0.021 0.006
H 0.419538 3.092443 5.354048 0.049 0.098 -0.038
H 1.889024 0.052540 -5.176518 -0.002 0.020 0.009
H -4.815804 0.056646 -1.509556 -0.020 0.012 0.004
Br 1.215191 -1.749785 2.943109 0.220 -0.161 -0.171
H 2.785095 -0.217784 0.228186 -0.011 -0.005 -0.010
H 2.500726 0.479066 -1.374150 0.023 -0.007 -0.022
H -5.347250 1.661343 -0.980761 -0.030 -0.014 0.011
H 0.454700 -0.976051 -1.972146 0.032 0.018 -0.003
O 0.719479 1.055249 3.073858 -0.611 -0.394 0.470
B 0.564274 -0.078461 2.325736 0.330 0.809 -0.372
H -1.760656 1.734747 6.266356 -0.176 0.062 0.047
H 0.471553 -1.045612 -0.281266 -0.019 0.030 -0.041
O -3.579212 1.066603 -0.169872 0.122 0.077 -0.057
```
Positions in Å, forces in eV/Å.

Output
Maximum force ... 0.950 eV/A
Total charge ... +1
Spin multiplicity ... 1
ΔE to the lowest compared entry with this formula, charge and spin ... 0.000 eV
HOMO-LUMO gap ... 7.95 eV

***

[4]
Here is C3H7N5O in the gas phase in a non-equilibrium geometry from the Open Molecules 2025 dataset. Energies are from ωB97M-V/def2-TZVPD.

```
16
Properties=species:S:1:pos:R:3:forces:R:3
C 0.253250 0.027220 -0.089048 -2.152 -0.179 1.267
C -1.076862 -0.313787 1.778815 -0.831 -1.559 -0.673
H -0.751987 2.635123 -3.451745 -0.107 -0.274 0.581
H 1.010034 2.500518 -2.872554 -0.365 -0.501 0.224
H 0.638417 -2.403801 0.636439 -0.722 -1.050 -0.028
H 2.152317 -0.456814 -0.159544 0.196 -0.379 0.319
O 0.593986 0.821752 -1.124104 0.468 0.129 -0.630
N 1.311725 -0.650841 0.367413 1.962 1.226 -1.023
H 0.898007 -1.556767 1.985747 -0.595 -0.178 1.614
H -0.344043 0.072199 2.487188 -0.036 0.430 -0.053
N -0.484210 1.384842 -1.827654 0.576 1.343 -1.971
C -0.041663 2.194486 -2.748219 -0.203 -0.989 1.467
H -2.467469 -1.322453 1.285502 -0.299 -0.066 1.124
N 1.276063 -1.818652 1.122837 0.835 0.469 -1.217
N -0.930223 -0.061276 0.407503 0.829 1.109 0.066
N -2.037342 -1.051750 2.201422 0.444 0.466 -1.068
```
Positions in Å, forces in eV/Å.

Output
Maximum force ... 2.530 eV/A
SMILES ... [H]/N=C\N=C(/NN)ON=C
Spin multiplicity ... 1
ΔE to the lowest compared entry with this formula, charge and spin ... 4.026 eV
HOMO-LUMO gap ... 9.61 eV